The ion C3H2NO3 with charge -1, computed with ωB97M-V/def2-TZVPD.

Summary:
ΔE to the lowest compared entry with this formula, charge and spin: 69.39 kcal/mol

Structure (ORCA input):
```
! RIJCOSX wB97M-V def2-TZVPD def2/J DEFGRID3
* xyz -1 1
C -1.52318 -0.24064 -0.45212
C 1.49789 -0.30606 0.40394
C 0.16760 1.74758 -0.00878
N 1.14704 0.97846 0.29728
O -1.09704 0.93407 -0.48956
O 1.71488 -1.19880 -0.38047
O -1.24993 -1.18025 0.25828
H -2.47896 -0.28437 -1.13916
H 1.82170 -0.45000 1.51060
*
```